[1]
{
  "formula": "C3H2CaLiO3",
  "method": "ωB97M-V/def2-TZVPD",
  "species": ["C", "C", "O", "C", "O", "O", "Li", "H", "H", "Ca"],
  "xyz": [[1.330, -0.909, -0.440], [0.223, -0.063, -0.260], [-1.034, -0.643, -0.509], [-2.153, -0.144, 0.065], [-1.988, 0.588, 1.067], [2.526, -0.496, -0.125], [-3.871, 0.376, 0.962], [0.259, 0.640, 0.580], [0.893, -0.323, -1.586], [3.815, 0.974, 0.246]],
  "lowdin_charge": [-0.312, -0.159, -0.104, -0.412, -0.220, -0.505, 0.750, 0.111, 0.217, 1.634],
  "orbital_gap_ha": 0.165,
  "total_energy_ev": -27918.587,
  "lumo_energy_ha": -0.211,
  "relative_energy_kcal_mol": 49.7,
  "total_charge": 1
}

---

[2]
{
  "formula": "C40H56BFN7OS3SbSe4Ti",
  "method": "ωB97M-V/def2-TZVPD",
  "species": ["Ti", "C", "C", "C", "C", "N", "N", "B", "N", "N", "C", "C", "C", "C", "C", "S", "C", "C", "C", "C", "N", "N", "C", "C", "C", "C", "C", "S", "C", "C", "C", "C", "C", "S", "C", "C", "C", "C", "H", "H", "H", "H", "H", "H", "H", "H", "H", "H", "H", "H", "H", "H", "H", "H", "H", "H", "H", "H", "H", "H", "H", "H", "H", "H", "H", "H", "H", "H", "H", "H", "H", "H", "H", "H", "H", "H", "H", "O", "C", "C", "C", "C", "C", "C", "N", "H", "H", "H", "H", "H", "H", "H", "H", "H", "H", "H", "F", "C", "C", "C", "C", "C", "C", "C", "H", "H", "H", "H", "H", "H", "Se", "Sb", "Se", "Se", "Se"],
  "xyz": [[-0.559, -0.367, 0.179], [4.768, -0.076, -1.189], [3.944, 1.056, -0.672], [4.414, 2.327, -0.609], [3.563, 3.356, -0.145], [2.305, 3.126, 0.075], [1.808, 1.893, -0.024], [0.233, 1.804, 0.192], [-0.486, 2.662, -0.901], [0.281, 2.986, -1.957], [-0.273, 3.349, -3.078], [-1.677, 3.362, -3.220], [-2.469, 3.085, -2.156], [-3.953, 3.004, -2.341], [-1.845, 2.773, -0.905], [-2.752, 2.440, 0.491], [0.631, 3.778, -4.226], [0.090, 3.282, -5.565], [2.046, 3.237, -4.035], [0.644, 5.312, -4.248], [0.063, 2.527, 1.607], [0.040, 3.856, 1.589], [-0.181, 4.511, 2.692], [-0.328, 3.835, 3.920], [-0.271, 2.478, 3.956], [-0.423, 1.705, 5.225], [-0.111, 1.794, 2.714], [-0.161, 0.091, 2.635], [-0.361, 6.017, 2.586], [-1.817, 6.334, 2.955], [0.593, 6.739, 3.543], [-0.102, 6.490, 1.159], [2.597, 0.813, -0.234], [2.047, -0.751, 0.047], [4.010, 4.790, 0.133], [3.703, 5.103, 1.602], [3.219, 5.744, -0.764], [5.502, 4.984, -0.120], [5.779, 0.261, -1.426], [4.298, -0.483, -2.090], [4.809, -0.889, -0.462], [5.430, 2.543, -0.916], [-2.121, 3.522, -4.194], [-4.371, 3.991, -2.562], [-4.435, 2.613, -1.449], [-4.155, 2.344, -3.190], [-0.117, 2.211, -5.545], [0.837, 3.467, -6.345], [-0.828, 3.805, -5.855], [2.054, 2.149, -4.174], [2.425, 3.459, -3.037], [2.711, 3.690, -4.780], [-0.371, 5.705, -4.365], [1.249, 5.670, -5.089], [1.058, 5.716, -3.322], [-0.496, 4.394, 4.834], [-0.553, 2.381, 6.072], [0.451, 1.072, 5.395], [-1.280, 1.033, 5.154], [-2.035, 6.065, 3.992], [-2.496, 5.777, 2.306], [-2.009, 7.404, 2.834], [0.414, 6.460, 4.584], [0.455, 7.821, 3.459], [1.633, 6.508, 3.302], [-0.791, 6.012, 0.461], [0.910, 6.239, 0.838], [-0.232, 7.575, 1.107], [2.650, 4.909, 1.811], [3.922, 6.154, 1.821], [4.305, 4.477, 2.267], [2.151, 5.539, -0.673], [3.498, 5.611, -1.812], [3.412, 6.784, -0.480], [6.108, 4.323, 0.506], [5.777, 6.016, 0.116], [5.758, 4.802, -1.167], [-0.194, -2.430, 0.610], [0.163, -3.555, 0.246], [0.047, -4.018, -1.170], [1.406, -4.093, -1.874], [2.216, -5.341, -1.542], [2.554, -5.530, -0.066], [1.332, -5.656, 0.841], [0.708, -4.382, 1.156], [-0.599, -3.309, -1.691], [-0.456, -4.992, -1.201], [1.979, -3.186, -1.648], [1.205, -4.067, -2.945], [3.149, -5.324, -2.116], [1.658, -6.222, -1.887], [3.162, -4.690, 0.290], [3.160, -6.436, 0.050], [1.615, -6.107, 1.793], [0.591, -6.320, 0.384], [0.835, -3.981, 2.072], [-3.782, -6.225, -0.006], [-3.555, -4.877, 0.106], [-3.334, -4.345, 1.359], [-3.089, -2.982, 1.469], [-3.055, -2.141, 0.350], [-2.701, -0.710, 0.479], [-3.296, -2.734, -0.896], [-3.544, -4.093, -1.028], [-3.352, -4.991, 2.230], [-2.896, -2.554, 2.448], [-2.938, -0.339, 1.482], [-3.215, -0.087, -0.253], [-3.243, -2.127, -1.794], [-3.685, -4.530, -2.010], [-1.342, -3.497, -4.598], [-0.952, -1.098, -4.656], [-0.610, -0.465, -2.074], [1.198, -0.446, -5.573], [-2.905, 0.215, -5.251]],
  "lowdin_charge": [0.229, -0.071, -0.248, 0.045, -0.221, 0.170, 0.016, -0.663, -0.031, 0.168, -0.213, 0.027, -0.257, -0.070, -0.647, 0.700, -0.542, -0.071, -0.057, -0.052, -0.037, 0.168, -0.231, 0.044, -0.250, -0.084, -0.608, 0.725, -0.549, -0.044, -0.047, -0.047, -0.593, 0.734, -0.542, -0.050, -0.050, -0.072, 0.074, 0.097, 0.060, 0.109, 0.113, 0.080, 0.027, 0.050, 0.018, 0.086, 0.075, 0.043, 0.053, 0.081, 0.079, 0.079, 0.070, 0.115, 0.072, 0.075, 0.074, 0.076, 0.090, 0.081, 0.072, 0.082, 0.071, 0.091, 0.054, 0.085, 0.055, 0.082, 0.089, 0.063, 0.083, 0.085, 0.083, 0.082, 0.083, -0.166, -0.440, -0.123, -0.179, -0.208, -0.193, -0.182, 0.103, 0.031, 0.130, 0.097, 0.076, 0.107, 0.113, 0.116, 0.101, 0.113, 0.121, 0.152, -0.001, -0.304, -0.045, -0.066, -0.321, -0.298, -0.049, -0.023, 0.101, 0.108, 0.024, 0.014, 0.100, 0.108, -0.216, -0.312, 0.282, -0.239, -0.246],
  "orbital_gap_ha": 0.192,
  "total_energy_ev": -381812.692,
  "lumo_energy_ha": 0.128,
  "relative_energy_kcal_mol": 0.0,
  "total_charge": -2
}

---

[3]
{
  "formula": "C40H28BiCl2N6O2PS2Se2",
  "method": "ωB97M-V/def2-TZVPD",
  "species": ["Bi", "Cl", "C", "C", "C", "N", "C", "O", "C", "C", "C", "C", "C", "N", "C", "C", "C", "Cl", "N", "C", "O", "C", "C", "C", "C", "C", "N", "H", "H", "H", "H", "H", "H", "H", "H", "H", "H", "Se", "Se", "C", "C", "C", "C", "C", "N", "C", "C", "C", "C", "C", "N", "H", "H", "H", "H", "H", "H", "H", "H", "S", "P", "S", "C", "C", "C", "C", "C", "C", "C", "C", "C", "C", "C", "C", "H", "H", "H", "H", "H", "H", "H", "H", "H", "H"],
  "xyz": [[11.982, 14.665, 12.407], [14.853, 13.146, 18.974], [13.725, 13.642, 17.706], [14.102, 13.590, 16.433], [13.311, 14.181, 15.447], [13.593, 14.150, 14.097], [14.910, 14.326, 13.699], [15.860, 14.399, 14.485], [15.226, 14.422, 12.245], [16.515, 14.906, 11.881], [16.944, 14.768, 10.535], [16.043, 14.153, 9.640], [14.762, 13.832, 10.055], [14.343, 14.060, 11.344], [11.993, 14.652, 15.754], [11.553, 14.556, 17.054], [12.397, 14.086, 18.078], [11.888, 14.064, 19.729], [11.262, 15.251, 14.767], [10.646, 16.469, 14.992], [10.025, 16.798, 16.007], [10.790, 17.437, 13.874], [10.101, 18.687, 13.923], [10.218, 19.600, 12.892], [11.009, 19.229, 11.771], [11.661, 18.035, 11.783], [11.579, 17.198, 12.801], [15.039, 13.156, 16.129], [17.094, 15.305, 12.684], [17.944, 14.967, 10.274], [16.367, 13.802, 8.671], [13.957, 13.504, 9.419], [10.527, 14.962, 17.201], [9.461, 18.787, 14.830], [9.657, 20.506, 12.938], [11.108, 19.851, 10.872], [12.204, 17.621, 10.936], [9.668, 13.591, 8.928], [8.543, 15.481, 10.284], [8.082, 14.528, 11.890], [6.682, 14.260, 12.117], [6.339, 13.412, 13.153], [7.406, 12.742, 13.821], [8.718, 13.090, 13.574], [9.089, 14.002, 12.603], [11.072, 14.552, 8.127], [10.932, 14.945, 6.793], [11.641, 16.002, 6.266], [12.648, 16.519, 7.145], [12.865, 15.971, 8.411], [12.047, 15.010, 8.910], [6.005, 14.764, 11.462], [5.304, 13.260, 13.422], [7.138, 11.994, 14.595], [9.608, 12.633, 14.052], [10.197, 14.388, 6.215], [11.470, 16.459, 5.279], [13.346, 17.264, 6.785], [13.705, 16.320, 9.021], [11.571, 10.799, 14.317], [11.582, 10.444, 12.342], [11.375, 12.051, 11.120], [13.086, 9.586, 12.045], [13.194, 8.895, 10.846], [14.439, 8.344, 10.514], [15.543, 8.431, 11.344], [15.359, 9.044, 12.615], [14.138, 9.661, 12.928], [10.312, 9.303, 11.756], [10.512, 7.912, 11.962], [9.431, 7.060, 11.679], [8.268, 7.534, 11.074], [8.203, 8.871, 10.664], [9.205, 9.764, 11.107], [12.350, 8.794, 10.218], [14.441, 7.758, 9.618], [16.524, 8.137, 10.948], [16.151, 8.989, 13.368], [13.980, 10.223, 13.832], [11.439, 7.557, 12.438], [9.523, 6.004, 11.934], [7.372, 6.927, 10.949], [7.338, 9.304, 10.182], [9.151, 10.808, 10.942]],
  "lowdin_charge": [1.759, 0.620, -0.643, -0.074, -0.232, -0.050, -0.451, 0.044, -0.236, 0.038, -0.016, -0.056, -0.121, -0.015, -0.278, -0.040, -0.652, 0.648, -0.021, -0.451, 0.052, -0.171, 0.020, -0.026, -0.046, -0.180, -0.052, 0.113, 0.107, 0.091, 0.105, 0.085, 0.122, 0.132, 0.102, 0.114, 0.096, 0.663, 0.662, -0.690, -0.102, -0.049, -0.038, -0.131, -0.056, -0.718, -0.125, -0.034, -0.048, -0.147, 0.010, 0.079, 0.107, 0.123, 0.037, 0.097, 0.120, 0.098, 0.106, 0.214, 0.100, 0.103, -0.453, -0.094, -0.089, -0.079, -0.056, -0.114, -0.400, -0.067, -0.079, -0.089, -0.062, -0.123, 0.095, 0.093, 0.105, 0.103, 0.039, 0.119, 0.103, 0.102, 0.097, 0.030],
  "orbital_gap_ha": 0.194,
  "total_energy_ev": -247506.466,
  "lumo_energy_ha": -0.065,
  "relative_energy_kcal_mol": 48.8
}